{"formula": "C44H46FeN10O3", "method": "ωB97M-V with the def2-TZVPD basis set", "species": ["Fe", "O", "C", "O", "C", "C", "C", "N", "C", "C", "C", "C", "C", "C", "C", "N", "C", "C", "C", "C", "C", "N", "H", "H", "H", "H", "H", "H", "H", "H", "H", "H", "C", "C", "C", "C", "C", "C", "C", "N", "C", "N", "C", "C", "C", "C", "C", "C", "C", "N", "C", "C", "C", "C", "C", "C", "C", "H", "H", "H", "H", "H", "H", "H", "H", "H", "H", "H", "H", "H", "H", "H", "H", "H", "H", "H", "H", "H", "H", "C", "O", "H", "H", "H", "H", "C", "C", "C", "C", "N", "C", "N", "N", "N", "H", "H", "H", "H", "H", "H", "H", "H", "H", "H"], "xyz": [[-0.412, -0.189, -0.031], [-3.189, 3.710, -4.216], [-1.971, 3.960, -4.284], [-1.267, 4.600, -5.061], [-1.247, 3.257, -3.127], [-0.233, 2.336, -3.375], [0.198, 1.515, -2.353], [-0.334, 1.591, -1.122], [-1.196, 2.582, -0.842], [-1.677, 3.429, -1.811], [-1.623, 2.603, 0.566], [-2.152, 3.720, 1.199], [-2.500, 3.624, 2.534], [-2.309, 2.424, 3.205], [-1.775, 1.359, 2.509], [-1.441, 1.443, 1.218], [1.282, 0.517, -2.469], [2.156, 0.449, -3.544], [3.190, -0.472, -3.498], [3.328, -1.287, -2.386], [2.410, -1.162, -1.359], [1.412, -0.287, -1.407], [0.169, 2.274, -4.377], [-2.443, 4.163, -1.603], [-2.270, 4.647, 0.656], [-2.910, 4.482, 3.050], [-2.566, 2.314, 4.249], [-1.599, 0.403, 2.986], [2.048, 1.116, -4.387], [3.890, -0.541, -4.320], [4.130, -2.007, -2.310], [2.471, -1.772, -0.466], [-1.856, -5.342, 4.463], [-1.337, -4.215, 5.310], [-1.232, -4.341, 6.689], [-0.753, -3.308, 7.480], [-0.395, -2.107, 6.891], [-0.507, -1.946, 5.519], [-0.956, -3.000, 4.729], [-1.117, -2.880, 3.322], [-0.484, -2.028, 2.467], [0.744, -1.648, 2.854], [1.571, -0.599, 2.398], [1.208, 0.237, 1.355], [2.017, 1.329, 1.060], [3.189, 1.552, 1.764], [3.566, 0.668, 2.765], [2.772, -0.412, 3.109], [3.181, -1.346, 4.217], [-1.036, -1.681, 1.320], [-2.301, -2.311, 1.038], [-3.486, -1.634, 1.313], [-4.714, -2.200, 1.016], [-4.760, -3.460, 0.438], [-3.584, -4.153, 0.207], [-2.338, -3.612, 0.520], [-1.098, -4.454, 0.386], [-2.001, -6.238, 5.063], [-1.163, -5.586, 3.656], [-2.822, -5.099, 4.007], [-1.528, -5.276, 7.148], [-0.668, -3.439, 8.550], [-0.039, -1.284, 7.497], [-0.271, -0.987, 5.075], [-1.929, -3.339, 2.937], [1.066, -2.108, 3.692], [1.737, 2.008, 0.265], [3.816, 2.402, 1.526], [4.494, 0.825, 3.301], [4.160, -1.069, 4.602], [3.248, -2.383, 3.876], [2.486, -1.318, 5.063], [-3.439, -0.652, 1.769], [-5.626, -1.663, 1.240], [-5.711, -3.910, 0.186], [-3.625, -5.154, -0.208], [-1.203, -5.172, -0.427], [-0.929, -5.026, 1.303], [-0.209, -3.857, 0.197], [-4.286, 0.941, -1.056], [-3.010, 0.287, -0.900], [-4.405, 1.735, -0.316], [-5.091, 0.215, -0.937], [-4.328, 1.392, -2.047], [-2.725, 0.519, -0.010], [-1.889, -5.256, -5.130], [-2.879, -4.130, -4.849], [-3.680, -4.385, -3.576], [-2.220, -2.747, -4.820], [-1.545, -2.450, -3.554], [-1.780, -1.466, -2.692], [-0.932, -1.597, -1.693], [-0.168, -2.669, -1.977], [-0.531, -3.190, -3.083], [-2.419, -6.207, -5.201], [-1.145, -5.342, -4.339], [-1.365, -5.097, -6.073], [-3.579, -4.077, -5.688], [-3.019, -4.519, -2.716], [-4.272, -5.293, -3.679], [-4.365, -3.564, -3.350], [-2.975, -1.969, -4.931], [-1.487, -2.627, -5.618], [-2.538, -0.712, -2.792]], "atomic_forces_ev_per_a": [[1.36, 0.17, 0.76], [-0.08, -0.03, -0.03], [-0.02, 0.08, 0.18], [0.07, -0.05, -0.09], [-0.04, -0.04, -0.08], [0.06, 0.01, -0.01], [-0.15, 0.12, -0.01], [-0.07, 0.10, -0.25], [-0.02, 0.00, -0.21], [-0.02, 0.00, 0.02], [-0.03, -0.01, 0.21], [0.04, -0.03, -0.04], [-0.01, 0.01, 0.04], [0.00, 0.02, 0.02], [0.10, 0.03, -0.03], [-0.31, -0.15, -0.05], [0.17, -0.15, -0.02], [-0.03, 0.01, 0.05], [0.02, -0.02, -0.01], [0.01, 0.00, -0.01], [-0.01, 0.03, 0.04], [-0.09, -0.09, -0.10], [0.03, -0.01, 0.01], [-0.01, -0.02, 0.03], [0.00, 0.00, -0.01], [0.00, 0.00, 0.00], [0.00, 0.00, 0.00], [-0.01, -0.01, 0.00], [-0.01, 0.01, 0.00], [0.00, 0.00, 0.00], [0.00, 0.00, 0.00], [-0.01, -0.01, 0.00], [-0.01, -0.02, -0.01], [0.07, 0.01, -0.01], [0.00, 0.01, 0.00], [0.01, -0.02, 0.00], [0.00, 0.01, -0.01], [-0.08, 0.03, 0.03], [0.08, -0.06, 0.04], [-0.15, 0.07, -0.04], [0.10, -0.22, 0.00], [0.00, -0.12, 0.03], [0.06, 0.23, -0.01], [-0.33, -0.31, -0.28], [0.12, 0.00, 0.09], [-0.07, 0.05, -0.08], [0.03, -0.05, 0.06], [-0.02, 0.04, -0.01], [0.01, -0.02, 0.03], [-0.12, 0.10, -0.05], [-0.02, -0.06, 0.02], [0.03, 0.00, -0.06], [0.01, 0.01, 0.01], [-0.02, 0.00, -0.02], [0.02, -0.01, 0.01], [-0.02, 0.02, 0.02], [0.02, -0.01, -0.03], [-0.01, 0.00, 0.01], [0.01, 0.00, 0.01], [0.01, 0.01, 0.00], [0.01, 0.00, 0.00], [-0.01, 0.00, 0.00], [0.00, 0.00, 0.00], [0.01, -0.01, 0.00], [-0.03, 0.05, 0.01], [0.01, 0.02, -0.02], [0.04, -0.01, -0.03], [0.00, 0.00, 0.00], [0.00, 0.00, 0.00], [0.00, 0.00, 0.00], [0.00, 0.00, -0.01], [0.00, 0.00, -0.01], [-0.01, 0.00, 0.02], [0.00, 0.01, -0.01], [0.00, -0.01, 0.01], [0.00, 0.00, 0.00], [0.00, 0.01, -0.01], [0.00, 0.00, 0.00], [-0.01, 0.00, 0.00], [0.07, -0.02, -0.19], [-0.34, 0.27, 0.09], [-0.01, 0.01, -0.02], [-0.01, 0.01, 0.00], [0.00, 0.00, 0.00], [-0.18, -0.12, 0.06], [0.01, -0.02, 0.00], [-0.01, 0.04, 0.01], [-0.02, 0.00, 0.01], [-0.05, 0.00, -0.01], [0.07, 0.07, 0.01], [-0.07, -0.18, 0.01], [-0.22, 0.23, -0.03], [0.03, -0.05, -0.01], [0.05, 0.03, 0.00], [0.00, 0.00, -0.01], [-0.01, 0.00, 0.01], [0.00, 0.01, 0.00], [0.01, -0.01, -0.01], [0.00, 0.01, 0.00], [0.00, 0.00, 0.00], [0.00, 0.00, -0.01], [0.02, 0.02, 0.00], [-0.01, -0.05, -0.01], [0.02, 0.02, 0.00]], "multiplicity": 6, "gap_ev": [6.80, 6.19], "total_charge": 1, "e_lumo_ev": [-3.1, -3.7], "energy_ev": -101800.4614}